Formula: C7H10F5N2OPb
Source: the OMol25 dataset
Level of theory: the ωB97M-V functional and the def2-TZVPD basis

Calculated values
spin multiplicity: 1
charge: +1
E_LUMO: -3.823 eV

CARTESIAN COORDINATES (ANGSTROEM)
Pb (1.183143, 0.469969, 0.817316)
F (-5.075507, -1.600419, 2.876690)
F (-3.699775, 0.259474, 1.401644)
F (-1.114208, -4.144276, 3.459097)
F (0.335958, -2.241344, 2.034000)
F (-3.790752, -3.807400, 3.866663)
O (-1.069691, -0.203430, 0.776623)
N (-0.053307, 1.581831, -1.100789)
N (-0.108989, -1.709933, -1.351299)
C (-1.723463, -3.036681, 2.984980)
C (0.885746, 2.143501, 2.232153)
C (-3.055386, -0.806504, 1.938966)
C (-1.677242, -0.969672, 1.700172)
C (-3.098131, -2.884326, 3.177105)
C (-3.750592, -1.751315, 2.682318)
C (-1.023296, -2.078297, 2.273114)
H (-0.197781, 2.161728, 2.417250)
H (-1.048184, 1.449280, -0.858196)
H (1.260487, 3.042332, 1.723222)
H (0.847057, -1.401537, -1.098675)
H (1.452916, 1.955008, 3.149637)
H (0.092411, 1.268450, -2.072256)
H (-0.255755, -1.613056, -2.367226)
H (-0.803608, -1.131397, -0.790729)
H (-0.182339, -2.706273, -1.079897)
H (0.117112, 2.595654, -1.116630)

Atoms 1-3, force components in eV/Å:
Pb 0.01 -0.36 -0.04
F 0.95 -0.16 -0.07
F 0.47 -0.89 0.36

=====

Formula: C7H10F5NOTeV
Source: the OMol25 dataset
Level of theory: the ωB97M-V functional and the def2-TZVPD basis

Calculated values
spin multiplicity: 3
⟨S²⟩: 2.052
charge: -1
E_LUMO (alpha / beta): 2.037 / 2.036 eV

CARTESIAN COORDINATES (ANGSTROEM)
Te (1.413628, -0.325833, 2.483704)
V (-0.330655, 0.585581, -0.202134)
F (1.991838, 0.610502, 0.977927)
F (2.392461, -1.793747, 1.745303)
F (3.034130, 0.332456, 3.297739)
F (0.532879, 1.274562, 3.016730)
F (0.895626, -1.309444, 3.994199)
O (-0.104107, -0.796141, 1.541240)
N (0.489952, 2.103552, -0.654630)
C (-1.980369, 1.414639, 0.126502)
C (-0.809891, -1.248125, -1.739484)
C (-0.305793, -0.041365, -2.303307)
C (1.417548, -1.082317, -1.161240)
C (0.250043, -1.876481, -1.020720)
C (-2.460071, 0.114314, 0.114020)
C (1.088750, 0.033777, -1.971360)
H (0.211634, -2.864444, -0.561903)
H (1.813803, 0.760691, -2.370035)
H (0.313855, 3.061996, -0.165283)
H (-0.849287, 0.653517, -2.970884)
H (-2.663845, -0.326715, 1.063459)
H (2.428745, -1.393396, -0.897858)
H (-1.835893, -1.623184, -1.817097)
H (-2.219089, 2.019081, -0.804970)
H (-1.766786, 1.947495, 1.075808)
H (-2.949104, -0.230973, -0.795725)

Atoms 1-3, force components in eV/Å:
Te -1.31 -0.19 -2.53
V 5.79 -2.23 -1.91
F 1.03 0.27 0.68

=====

Formula: C7H10FN
Source: the OMol25 dataset
Level of theory: the ωB97M-V functional and the def2-TZVPD basis

Calculated values
spin multiplicity: 1
charge: 0
E_LUMO (alpha / beta): -0.694 / 0.141 eV

CARTESIAN COORDINATES (ANGSTROEM)
F (1.458214, 1.681073, 1.478452)
N (2.929667, -0.853925, -0.500462)
C (-0.030073, -0.149109, -2.108312)
C (-0.321925, 0.803021, -1.011890)
C (-0.298920, -1.380881, 0.560997)
C (-0.267526, 0.189591, 0.426635)
C (1.255257, 0.521579, 0.772807)
C (2.238841, -0.101299, 0.060261)
C (-1.198905, 0.878831, 1.437858)
H (-0.969980, 0.598526, 2.466188)
H (-0.548988, 1.825882, -1.273441)
H (0.903094, -0.663344, -2.013444)
H (-0.010983, 0.250511, -3.031710)
H (-0.859563, -0.994745, -1.859841)
H (-1.165231, -1.825804, 0.234214)
H (0.621110, -1.764418, 0.287675)
H (-1.243113, 1.963769, 1.264277)
H (-0.295327, -1.601383, 1.557533)
H (-2.195646, 0.622131, 1.252195)

Atoms 1-3, force components in eV/Å:
F 0.35 -1.11 -0.85
N -0.12 0.48 0.11
C -2.29 -2.63 3.99

=====

ΔE to the lowest compared entry with this formula, charge and spin (computed, kcal per mole): 27.9; 7.6; 89.7